No. 1
87
Properties=species:S:1:pos:R:3 method="wB97M-V/def2-TZVPD" orbital_gap_ev="7.77 / 8.21" charge=+1 e_tot_ha=-6541.87174 lumo_energy_ev="-2.886 / -2.423" max_force_ha_per_bohr=0.037 spin_multiplicity=2
Mn -0.54141 0.25673 -1.45076
C -1.84150 1.23182 -4.70530
N -1.58605 2.53556 -4.11573
C -1.06459 3.60693 -4.82057
C -0.85423 4.58782 -3.92420
N -1.23927 4.11883 -2.68530
B -1.15965 5.00858 -1.40839
N -0.59175 4.23369 -0.15415
C -0.86485 4.78560 1.08130
C -0.27651 4.02753 2.02220
N 0.36089 3.00439 1.35040
C 1.06882 1.91830 2.00745
C 0.15453 3.14300 0.01240
S 0.92613 2.11002 -1.18095
C -1.66592 2.86624 -2.80514
S -2.33296 1.85486 -1.54520
H -1.34053 1.18546 -5.66839
H -2.90910 1.06322 -4.84540
H -1.45457 0.43901 -4.07469
H -0.92350 3.57482 -5.88695
H -0.48284 5.58929 -4.05448
H -2.27597 5.37221 -1.10485
H -0.41063 5.92728 -1.66420
H -1.45181 5.68366 1.17404
H -0.24886 4.11901 3.09472
H 1.10358 2.13068 3.07243
H 2.08215 1.84915 1.61635
H 0.54544 0.97848 1.84880
C -4.11680 -3.11380 1.06204
N -3.53391 -2.25409 0.01277
C -2.27672 -1.88770 -0.15454
N -2.17626 -1.07643 -1.19922
C -3.46520 -0.98730 -1.64938
N -4.31798 -1.69339 -0.94854
C -3.99761 -2.50110 2.43301
C -5.11580 -2.00701 3.09002
C -4.99680 -1.45888 4.36266
C -3.75821 -1.37598 4.97754
C -2.63122 -1.84982 4.31213
C -2.75778 -2.42712 3.05654
C -1.29951 -1.70498 4.91633
N -0.96818 -1.33831 6.09743
N 0.44581 -1.31679 6.11553
C 0.81809 -1.67568 4.94402
O -0.22684 -1.94300 4.12012
C 2.16601 -1.76429 4.36590
C 3.29208 -1.52362 5.14177
C 4.54306 -1.54425 4.54110
C 4.67166 -1.78572 3.17740
C 3.54585 -2.04011 2.40332
C 3.68203 -2.31292 0.91798
N 2.42593 -2.03696 0.21905
C 1.79498 -0.88253 0.14319
N 0.63677 -1.05201 -0.47882
C 0.65893 -2.38279 -0.82152
N 1.71671 -3.01929 -0.39870
C 2.29846 -2.04121 3.00926
H -3.62137 -4.08201 1.02047
H -5.15512 -3.24676 0.77879
H -1.46847 -2.20192 0.48428
H -3.76203 -0.39361 -2.49589
H -6.08642 -2.04857 2.60858
H -5.87567 -1.08189 4.86984
H -3.65005 -0.94710 5.96637
H -1.87342 -2.82692 2.57232
H 3.17935 -1.31864 6.19953
H 5.42715 -1.35572 5.13701
H 5.65414 -1.76878 2.71659
H 3.90906 -3.35729 0.72051
H 4.46374 -1.70199 0.46959
H 2.17722 0.04035 0.53921
H -0.13433 -2.87152 -1.36481
H 1.40767 -2.25228 2.43203
C 2.26395 1.49909 -4.49448
As 2.99787 -0.15334 -3.84313
C 4.06847 -0.78237 -5.29876
C 1.47806 -1.33195 -3.84700
S 4.03678 -0.09269 -2.05123
H 1.98612 1.36390 -5.54056
H 3.00989 2.28406 -4.40008
H 1.39294 1.77729 -3.90437
H 3.46806 -0.91026 -6.19998
H 4.53332 -1.72095 -5.01045
H 4.84253 -0.03831 -5.46850
H 1.12834 -1.46905 -4.87177
H 0.66014 -0.92614 -3.26030
H 1.75948 -2.28975 -3.41757


No. 2
77
Properties=species:S:1:pos:R:3 method="wB97M-V/def2-TZVPD" orbital_gap_ev=5.57 de_lowest_kcal_mol=31.8 e_tot_ha=-1789.34352 lumo_energy_ev=-1.831 max_force_ha_per_bohr=0.052
C -2.56755 -1.96529 7.13403
N -2.55707 -2.86065 5.99457
C -2.72016 -4.25851 6.34452
C -2.32657 -2.43261 4.71927
C -2.31720 -3.32131 3.59893
C -1.95387 -2.88115 2.33533
C -1.64905 -1.52019 2.08657
C -1.18647 -1.02891 0.79224
C -0.48313 -1.86130 -0.11815
C -0.15836 -1.56011 -1.44402
C -0.19141 -2.55084 -2.47405
C -0.13066 -2.18322 -3.84862
C -0.35396 -3.13497 -4.83878
C -0.59389 -4.47877 -4.49071
C -0.62965 -4.85601 -3.14140
C -0.41594 -3.91501 -2.14572
C -1.40280 0.37519 0.46610
C -0.35550 1.08227 -0.12959
C -0.49288 2.39093 -0.53171
C -1.65821 3.12263 -0.20633
N -1.73197 4.44421 -0.51658
C -2.96149 5.20349 -0.37389
C -0.61014 5.13245 -1.13814
C -2.71853 2.43414 0.45215
C -2.58810 1.09120 0.76855
C -1.75557 -0.62944 3.18470
C -2.05784 -1.06147 4.45891
H -3.06618 -1.01969 6.90870
H -3.09847 -2.47722 7.94017
H -1.54932 -1.75151 7.48432
H -2.26890 -4.92330 5.59809
H -2.22792 -4.41999 7.31413
H -3.78584 -4.52079 6.46800
H -2.58460 -4.36823 3.73793
H -1.92510 -3.58030 1.50034
H -0.20406 -2.84570 0.29101
H 0.05307 -0.56029 -1.78428
H 0.06938 -1.13410 -4.09680
H -0.37182 -2.82923 -5.88808
H -0.75899 -5.22179 -5.27160
H -0.85328 -5.88320 -2.85688
H -0.46347 -4.20414 -1.09828
H 0.60230 0.59960 -0.24234
H 0.30659 2.82484 -1.11534
H -3.83832 4.56085 -0.52880
H -3.02986 5.65369 0.62871
H -2.95341 6.01200 -1.11436
H 0.34011 4.77410 -0.71514
H -0.58622 4.97612 -2.23225
H -0.70322 6.20616 -0.93001
H -3.63289 2.96662 0.71084
H -3.40696 0.57928 1.26606
H -1.55558 0.43144 3.03396
H -2.07272 -0.33316 5.26920
C 3.88739 2.44334 1.13936
C 3.02738 1.46473 0.38524
O 2.74272 1.86825 -0.86550
B 2.72310 0.89121 -1.96059
H 1.65737 0.10296 -1.90983
O 2.79809 1.61574 -3.23073
C 2.07045 2.68129 -3.54537
C 2.82377 3.64167 -4.43815
O 0.91733 2.90724 -3.19451
O 3.96260 0.09536 -1.85169
C 4.22805 -0.71298 -2.88581
C 5.71088 -0.99491 -2.99880
O 3.41001 -1.16976 -3.66337
O 2.65976 0.41031 0.88131
H 3.95836 3.38288 0.58774
H 3.47933 2.59452 2.14376
H 4.88158 1.99269 1.24481
H 3.71180 3.15500 -4.85037
H 2.16645 4.01805 -5.23086
H 3.13139 4.49184 -3.81635
H 6.24037 -0.60376 -2.12721
H 5.88212 -2.06888 -3.12170
H 6.06333 -0.49559 -3.90687


No. 3
72
Properties=species:S:1:pos:R:3 method="wB97M-V/def2-TZVPD" orbital_gap_ev=7.25 charge=+1 e_tot_ha=-2827.20489 lumo_energy_ev=-2.833 max_force_ha_per_bohr=0.055
K 9.84454 10.10728 13.27867
C 9.12459 10.67894 19.61331
C 9.66590 9.80665 18.52659
P 9.16329 10.37295 16.76362
C 9.48828 12.23128 16.78262
C 9.60427 12.79919 15.36420
C 7.35148 10.16818 16.97253
C 6.70970 10.56772 15.63926
H 9.05992 10.13982 20.59707
H 8.14437 11.13732 19.39247
H 9.84401 11.50399 19.79773
H 9.26394 8.77726 18.53618
H 10.75227 9.71339 18.52822
H 10.47411 12.32262 17.33946
H 8.65928 12.63407 17.37972
H 10.45952 12.34494 14.81094
H 9.80022 13.89400 15.35709
H 8.63422 12.71826 14.80732
H 6.95442 10.77959 17.77201
H 7.14864 9.08224 17.21277
H 6.97623 11.59908 15.25375
H 5.59580 10.57295 15.74166
H 6.95685 9.86519 14.84029
C 14.61706 9.08699 12.54020
P 13.17878 9.94009 13.33386
C 12.92333 11.24132 12.04674
C 13.58186 12.48965 12.12578
C 13.02294 13.51468 11.36097
C 11.95654 13.33622 10.51478
C 11.46245 12.06032 10.26656
C 11.90316 10.99932 11.03789
C 13.97173 10.81828 14.69810
C 14.85282 10.12481 15.59469
C 15.63383 10.88631 16.50075
C 15.37552 12.24905 16.75652
C 14.38190 12.85534 15.97521
C 13.60050 12.15730 15.06059
P 15.56922 10.02419 11.17827
C 15.68857 9.05055 9.60576
C 15.56632 7.65766 9.69159
C 15.80930 6.89427 8.54024
C 16.07909 7.49911 7.32404
C 16.30786 8.86564 7.33774
C 16.09464 9.64283 8.42432
C 17.29013 9.83145 11.74962
C 18.23921 10.84542 11.68245
C 19.49653 10.59148 12.20281
C 19.87681 9.35933 12.61883
C 18.96806 8.35365 12.65708
C 17.67002 8.55832 12.17971
H 14.11899 8.21146 12.11796
H 15.36931 8.76104 13.24876
H 14.34323 12.65988 12.89495
H 13.43848 14.53693 11.52351
H 11.51267 14.14514 10.01425
H 10.67330 11.83522 9.55069
H 11.60045 9.98796 10.82067
H 15.00744 9.05727 15.36972
H 16.31719 10.44802 17.20072
H 15.97340 12.74042 17.54732
H 14.35574 13.93768 15.88560
H 12.83242 12.64119 14.48920
H 15.15743 7.15994 10.60408
H 15.68553 5.81156 8.54865
H 16.13676 7.01245 6.34970
H 16.60075 9.39482 6.41818
H 16.16913 10.71609 8.29396
H 18.05677 11.76623 11.16184
H 20.22991 11.37300 11.99050
H 20.91212 9.20079 12.92331
H 19.26396 7.38277 13.13443
H 16.96659 7.75706 12.20912